A single C3H4O molecule at a distorted geometry, computed with ωB97M-V/def2-TZVPD.

```
! wB97M-V def2-TZVPD RIJCOSX def2/J DEFGRID3
* xyz 0 1
C 1.903 -0.234 -0.002
C 0.785 0.267 0.020
C -0.653 0.597 0.021
O -1.491 -0.546 -0.106
H 2.873 -0.668 -0.151
H -0.885 1.138 0.913
H -1.007 1.250 -0.791
H -1.265 -1.132 0.641
*
```

Values from the calculation:
ΔE to the lowest compared entry with this formula, charge and spin in kcal per mole: 30.8
SMILES: C#CCO

***

A single C6H7NO molecule at a distorted geometry, computed with ωB97M-V/def2-TZVPD.

```
! wB97M-V def2-TZVPD RIJCOSX def2/J DEFGRID3
* xyz 0 1
C 0.425 0.972 0.689
C -0.966 1.038 0.651
C 1.340 0.065 0.013
C -1.820 0.260 -0.023
C 2.446 0.666 -0.570
C -2.632 -0.559 -0.592
N 1.269 -1.250 -0.146
O 0.308 -1.933 0.601
H 0.913 1.778 1.220
H -1.414 1.869 1.194
H 3.105 0.081 -1.187
H 2.645 1.714 -0.460
H -3.032 -1.412 -0.061
H 0.381 -2.840 0.283
H -2.967 -0.449 -1.612
*
```

Values from the calculation:
ΔE to the lowest compared entry with this formula, charge and spin in kcal per mole: 130.1

***

A single C2H6N2O molecule at a distorted geometry, computed with ωB97M-V/def2-TZVPD.

```
! wB97M-V def2-TZVPD RIJCOSX def2/J DEFGRID3
* xyz 0 1
N -0.628 1.014 0.945
C 0.508 0.475 0.319
C 0.275 -0.208 -1.063
N -0.096 -1.383 -1.187
O -0.582 -1.960 -0.047
H -0.750 2.003 0.565
H -1.378 0.339 0.498
H 1.434 1.150 0.239
H 0.922 -0.272 0.985
H 0.687 0.205 -1.933
H -0.392 -1.363 0.677
*
```

Values from the calculation:
ΔE to the lowest compared entry with this formula, charge and spin in kcal per mole: 88.1
SMILES: NC/C=N\O

***

A single C5H6O molecule, computed with ωB97M-V/def2-TZVPD.

```
! wB97M-V def2-TZVPD RIJCOSX def2/J DEFGRID3
* xyz 0 1
C -1.794 1.475 -0.869
C -0.808 0.930 -0.444
C 0.410 0.258 0.019
C 0.190 -0.521 1.329
C 0.898 -0.728 -1.045
O 0.195 -1.578 -1.530
H -2.667 1.953 -1.254
H 1.193 1.011 0.171
H -0.168 0.146 2.117
H -0.549 -1.310 1.165
H 1.127 -0.982 1.661
H 1.972 -0.654 -1.320
*
```

Values from the calculation:
ΔE to the lowest compared entry with this formula, charge and spin in kcal per mole: 45.0
SMILES: C#C[C@@H](C)C=O

***

A molecular structure, C6H16N3SeZr at a distorted geometry, computed with ωB97M-V/def2-TZVPD.

```
! wB97M-V def2-TZVPD RIJCOSX def2/J DEFGRID3
* xyz 1 1
C -1.225 1.730 -1.931
Zr 1.296 -0.416 -0.702
N 1.786 -1.730 -2.532
H -2.796 0.224 -3.082
H 2.802 -1.609 -2.624
H -2.647 1.006 -3.187
H -1.016 2.596 -2.615
H -0.352 1.450 -1.173
H -2.114 1.930 -1.340
H 1.522 -2.613 -2.086
H 1.299 -1.615 -3.427
C -2.380 -0.515 1.470
N -1.016 -0.016 1.511
C -0.640 1.082 2.259
C 0.724 1.175 2.249
N 1.151 0.187 1.380
C 2.581 -0.226 1.187
C 0.085 -0.707 1.087
Se 0.032 -2.436 0.202
H -2.991 0.005 0.725
H -2.841 -0.398 2.462
H -2.333 -1.571 1.205
H -1.379 1.655 2.794
H 1.489 1.789 2.725
H 3.251 0.626 1.370
H 2.792 -0.984 1.952
H 2.918 -0.617 0.122
*
```

Values from the calculation:
ΔE to the lowest compared entry with this formula, charge and spin in kcal per mole: 147.7

***

A molecular structure, C44H116F2N8O20S2 at a distorted geometry, computed with ωB97M-V/def2-TZVPD.

```
! wB97M-V def2-TZVPD RIJCOSX def2/J DEFGRID3
* xyz 0 1
O 11.396 13.543 16.336
H 10.488 13.420 16.730
H 10.989 13.926 14.831
H 11.621 14.456 16.761
N 11.941 16.154 17.179
S 11.949 17.007 15.903
O 13.248 17.089 15.251
O 11.237 18.243 15.928
F 11.002 16.082 14.877
S 11.376 16.744 18.545
O 10.043 17.149 18.553
O 12.317 17.652 19.091
F 11.496 15.571 19.430
C 7.903 10.713 16.906
C 8.312 11.187 15.503
C 7.827 12.654 15.271
O 8.566 13.670 15.996
C 7.814 14.670 16.576
N 9.759 11.119 15.261
H 6.821 10.765 17.005
H 8.385 11.305 17.682
H 8.109 9.673 17.042
H 7.789 10.518 14.797
H 6.794 12.812 15.690
H 7.808 12.959 14.245
H 8.499 15.444 16.979
H 7.172 14.248 17.336
H 7.154 14.962 15.795
H 10.338 11.421 16.003
H 10.044 10.155 15.149
C 17.250 13.770 14.251
C 16.514 15.035 14.544
O 15.159 14.722 14.794
H 18.297 14.001 14.014
H 16.882 13.247 13.390
H 17.304 13.117 15.136
H 16.621 15.821 13.743
H 16.908 15.585 15.408
H 14.569 15.497 15.025
C 13.921 15.625 22.669
C 14.919 16.515 23.395
O 16.272 16.214 23.070
H 13.999 14.527 22.945
H 14.106 15.746 21.623
H 12.872 15.836 22.900
H 14.894 16.425 24.478
H 14.713 17.578 23.194
H 16.450 16.690 22.252
C 14.734 10.411 17.738
O 15.235 11.652 18.146
C 14.270 12.710 17.992
C 14.677 13.991 18.683
N 16.007 14.490 18.404
C 16.363 15.383 19.559
C 15.786 16.744 19.515
O 16.334 17.513 20.584
C 15.806 18.781 20.665
H 15.532 9.726 17.395
H 14.151 10.627 16.757
H 14.061 9.941 18.436
H 13.282 12.502 18.462
H 14.172 12.899 16.892
H 14.542 13.942 19.818
H 13.920 14.730 18.251
H 16.660 13.747 18.361
H 17.467 15.448 19.570
H 16.056 14.874 20.425
H 14.702 16.777 19.665
H 16.045 17.225 18.575
H 14.724 18.741 20.931
H 16.016 19.336 19.751
H 16.394 19.261 21.457
C 17.525 18.911 16.375
O 16.445 19.381 17.108
C 15.206 18.999 16.540
C 14.084 19.872 16.990
N 14.387 21.299 16.744
C 13.532 22.177 17.555
C 13.960 23.582 17.380
O 15.211 23.899 17.979
C 15.566 25.257 17.860
H 17.445 19.104 15.278
H 17.586 17.790 16.462
H 18.466 19.325 16.851
H 15.002 17.949 16.675
H 15.266 19.122 15.439
H 13.999 19.622 18.105
H 13.143 19.690 16.472
H 15.325 21.364 17.055
H 13.558 21.874 18.627
H 12.507 22.124 17.153
H 13.210 24.231 17.897
H 13.945 23.810 16.296
H 14.842 25.876 18.366
H 15.684 25.447 16.776
H 16.577 25.299 18.324
C 13.785 10.363 12.683
O 12.864 11.485 12.627
C 13.169 12.411 13.663
C 12.317 13.728 13.421
N 10.932 13.540 13.852
C 9.890 14.249 13.036
C 9.530 13.362 11.831
O 8.894 12.225 12.262
C 8.965 11.101 11.408
H 14.747 10.730 12.397
H 13.558 9.624 11.901
H 13.772 9.936 13.675
H 14.241 12.727 13.605
H 12.909 11.998 14.637
H 12.272 13.965 12.341
H 12.798 14.579 13.897
H 10.789 12.546 14.071
H 10.436 15.145 12.736
H 9.012 14.536 13.643
H 10.463 13.086 11.336
H 8.982 13.898 11.058
H 9.954 10.587 11.529
H 8.660 11.194 10.394
H 8.242 10.420 11.884
C 13.163 20.569 13.262
O 11.912 21.192 13.301
C 11.295 21.352 12.020
C 11.798 22.594 11.262
N 11.683 23.904 11.944
C 10.366 24.363 12.091
C 9.866 25.015 10.834
O 9.657 24.025 9.820
C 9.686 24.464 8.487
H 13.459 20.342 14.299
H 13.978 21.192 12.813
H 13.062 19.665 12.703
H 10.249 21.473 12.223
H 11.474 20.467 11.363
H 11.407 22.595 10.259
H 12.873 22.436 11.156
H 12.090 23.786 12.899
H 10.302 25.254 12.684
H 9.655 23.694 12.471
H 10.642 25.743 10.505
H 8.925 25.554 10.987
H 9.164 23.712 7.880
H 10.725 24.553 8.103
H 9.186 25.422 8.191
C 9.029 18.039 13.050
O 9.627 17.327 11.951
C 8.730 16.794 11.001
C 9.498 16.487 9.664
N 10.624 15.558 9.859
C 11.347 15.186 8.623
C 12.475 14.344 9.115
O 13.268 15.121 9.966
C 14.493 14.498 10.393
H 9.825 18.549 13.569
H 8.553 17.293 13.637
H 8.301 18.803 12.742
H 7.873 17.422 10.830
H 8.399 15.794 11.413
H 9.803 17.354 9.150
H 8.753 16.010 9.020
H 11.281 15.951 10.560
H 11.872 15.959 8.044
H 10.701 14.596 7.970
H 13.101 13.983 8.279
H 12.011 13.489 9.650
H 15.159 15.352 10.683
H 15.047 13.983 9.585
H 14.301 13.905 11.300
C 6.563 20.753 15.463
O 7.688 21.421 15.807
C 8.867 20.779 15.325
C 10.070 21.509 15.874
N 10.068 21.583 17.269
C 10.072 20.317 17.972
C 10.463 20.607 19.403
O 9.428 21.293 20.098
C 8.489 20.514 20.744
H 6.345 20.636 14.400
H 5.621 21.153 15.839
H 6.648 19.691 15.858
H 8.908 20.820 14.195
H 8.829 19.700 15.533
H 10.110 22.515 15.410
H 10.986 21.015 15.490
H 9.399 22.204 17.670
H 10.694 19.580 17.512
H 9.083 19.846 17.994
H 11.372 21.280 19.395
H 10.720 19.665 19.922
H 7.707 21.218 20.992
H 8.868 20.072 21.599
H 8.093 19.703 20.112
*
```

***

A gas-phase ion, CH3O2 (charge -1) at a distorted geometry, computed with ωB97M-V/def2-TZVPD.

```
! wB97M-V def2-TZVPD RIJCOSX def2/J DEFGRID3
* xyz -1 1
O -0.995 -1.005 0.218
C -0.373 0.139 -0.201
O 1.044 0.253 0.524
H -0.166 0.117 -1.244
H -0.677 1.221 0.035
H 1.168 -0.726 0.669
*
```

Values from the calculation:
ΔE to the lowest compared entry with this formula, charge and spin in kcal per mole: 8.3
SMILES: [O-]CO

***

A molecular structure, C6H15N at a distorted geometry, computed with ωB97M-V/def2-TZVPD.

```
! wB97M-V def2-TZVPD RIJCOSX def2/J DEFGRID3
* xyz 0 1
C -0.822 -1.506 -1.022
C -0.619 -0.189 -1.535
N 0.410 0.720 -1.216
C 2.580 -0.810 1.395
C 1.428 -0.226 0.618
C 1.609 0.070 -0.878
C 2.803 1.011 -1.167
H -1.348 -1.531 -0.011
H -0.919 -2.428 -1.640
H -12.306 2.421 3.130
H -12.418 1.922 3.652
H -1.303 0.356 -2.198
H -0.399 0.351 -0.436
H 2.937 -1.737 0.933
H 3.498 -0.102 1.450
H 2.285 -1.024 2.445
H 1.091 0.760 1.010
H 0.605 -0.980 0.623
H 1.775 -0.831 -1.452
H 2.787 1.286 -2.213
H 2.592 1.937 -0.543
H 3.735 0.530 -0.945
*
```

Values from the calculation:
ΔE to the lowest compared entry with this formula, charge and spin in kcal per mole: 172.0

***

Sequential electronic energy output: -191.8608 -362.6062 -264.4469 -269.2746 -2850.4019 -4684.6106 -190.3602 -292.0949 Eh